(one)
One molecule with the formula C4H6OS2, computed with the ωB97M-V functional and the def2-TZVPD basis.

Results
**SMILES**: CSC(=S)[C@H]1CO1
**LUMO energy**: -0.2 eV
**HOMO energy**: -0.323 Eh
**M**: 134.2 g/mol

Element x y z (Å)
C (2.71826, 0.24810, -0.08014)
S (1.33481, -0.88469, -0.20169)
C (-0.04372, 0.17387, -0.22658)
S (-0.00017, 1.80534, -0.20394)
C (-1.30435, -0.62860, -0.26794)
C (-2.49410, -0.18132, 0.52441)
O (-2.43026, -0.02751, -0.88347)
H (3.62379, -0.40196, -0.03825)
H (2.62311, 0.84292, 0.82113)
H (2.74802, 0.88209, -0.93651)
H (-1.19638, -1.67436, -0.47221)
H (-3.19548, -0.91975, 0.89495)
H (-2.38353, 0.76586, 1.07025)


(two)
A 2-piece molecular cluster, C4H6OS2 overall, computed with the ωB97M-V functional and the def2-TZVPD basis.

Results
**LUMO energy**: -2.1 eV
**HOMO energy**: -0.284 Eh
**M**: 134.2 g/mol

Element x y z (Å)
C (0.11705, -1.06070, 0.21752)
C (1.28491, -0.32148, -0.01411)
C (-0.76930, -1.28670, -1.05118)
C (-0.63031, 1.73822, 1.04575)
O (-0.09232, -1.63413, 1.27309)
S (2.15613, 0.39098, -1.40381)
S (2.86242, 0.18723, 0.63917)
H (-0.65505, -0.51947, -1.82422)
H (-1.79507, -1.37652, -0.71679)
H (-0.60343, -2.17831, -1.37647)
H (-1.21325, 1.64631, 0.17264)
H (0.22805, 2.49822, 0.94120)
H (-0.88984, 1.91634, 2.09721)


Relative energy of each structure, in hartree: (one) 0.0000; (two) 0.1676.


(one)
A 2-piece molecular cluster, C4H13N2 overall, computed with the ωB97M-V functional and the def2-TZVPD basis.

Results
**LUMO energy**: -2.9 eV
**HOMO energy**: -0.532 Eh
**M**: 89.2 g/mol
**Net charge**: +1

Element x y z (Å)
C (2.76185, 1.15321, -0.06982)
C (0.82662, -1.02946, 1.09359)
C (-2.51702, 0.02130, 0.28322)
C (1.43617, 0.91971, -0.14523)
N (-1.54787, 0.11870, -0.82190)
N (0.97468, -0.44804, -0.22607)
H (3.40705, 0.31579, -0.10657)
H (-2.89671, 1.01675, 0.63142)
H (3.24841, 2.15903, -0.14277)
H (1.65155, -1.49150, 1.59114)
H (0.25434, -0.29713, 1.70086)
H (0.16336, -1.83071, 0.96205)
H (-1.84564, -0.39273, 1.12489)
H (-3.42614, -0.41540, 0.09504)
H (0.63199, 1.64960, 0.00348)
H (-1.68029, 1.09126, -1.13459)
H (-1.91208, -0.45878, -1.61665)
H (1.41712, -1.15675, -0.81886)
H (-0.14625, -0.37591, -0.56131)


(two)
C4H13N2 as an isolated structure, computed with the ωB97M-V functional and the def2-TZVPD basis.

Results
**LUMO energy**: -8.5 eV
**HOMO energy**: -0.561 Eh
**M**: 89.2 g/mol
**Net charge**: +1

Element x y z (Å)
C (0.02521, 0.67824, -1.24924)
C (-0.98467, -0.44799, -1.43878)
C (-2.08707, -0.36612, -0.39682)
C (-1.53936, -0.34823, 1.04387)
N (-0.98246, 0.92651, 1.30619)
N (0.85221, 0.37167, -0.12908)
H (-0.37251, 1.71236, -1.25551)
H (0.72061, 0.69142, -2.10562)
H (-1.38238, -0.45346, -2.45814)
H (-0.47276, -1.42056, -1.35720)
H (-2.91674, -1.05356, -0.54410)
H (-2.67670, 0.57129, -0.59250)
H (-2.39405, -0.61960, 1.67964)
H (6.95658, -0.61112, 1.90277)
H (-0.89055, -1.22995, 1.10493)
H (0.12224, 0.78532, 0.80692)
H (7.16690, -1.19218, 1.50608)
H (1.80448, 0.74485, -0.09626)
H (-0.94899, 1.26111, 2.27287)


(three)
An isolated ion of composition C4H13N2 and charge +1, computed with the ωB97M-V functional and the def2-TZVPD basis.

Results
**SMILES**: NCCCC[NH3+]
**LUMO energy**: -3.3 eV
**HOMO energy**: -0.520 Eh
**M**: 89.2 g/mol
**Net charge**: +1

Element x y z (Å)
N (1.84463, 0.76665, -0.49038)
C (0.52490, 1.34565, -0.68180)
C (-0.52580, 1.03085, 0.37162)
C (-1.57646, -0.05323, 0.05321)
C (-0.84428, -1.29378, 0.66180)
N (0.48050, -1.82221, 0.13232)
H (2.32765, 1.12976, 0.27960)
H (2.30643, 1.15019, -1.33582)
H (0.17797, 1.00448, -1.75337)
H (0.67308, 2.44828, -0.68309)
H (-0.18696, 0.88422, 1.46068)
H (-1.11480, 2.01039, 0.42542)
H (-1.54921, -0.00190, -1.02742)
H (-2.72235, 0.13286, 0.21999)
H (-1.55784, -2.16625, 0.82982)
H (-0.68355, -1.11040, 1.75960)
H (1.20811, -0.94119, 0.10175)
H (0.93251, -2.65810, 0.59821)
H (0.28544, -1.85626, -0.92213)


Relative energy of each structure, in hartree: (one) 0.0075; (two) 0.1753; (three) 0.0000.


(one)
An isolated ion of composition C4H13N2 and charge +1, computed with the ωB97M-V functional and the def2-TZVPD basis.

Results
**SMILES**: CCNCC[NH3+]
**LUMO energy**: -3.3 eV
**HOMO energy**: -0.522 Eh
**M**: 89.2 g/mol
**Net charge**: +1

Element x y z (Å)
C (-2.44721, -0.54398, 0.30157)
C (-1.24224, 0.33128, 0.57542)
N (-0.01569, -0.46554, 0.69277)
C (1.17259, 0.37139, 0.79030)
C (1.55596, 0.75021, -0.64284)
N (1.03479, -0.35956, -1.53028)
H (-2.23087, -1.36223, -0.38172)
H (-3.28907, 0.05844, -0.04532)
H (-2.81512, -0.97550, 1.23632)
H (-1.42160, 0.89279, 1.49980)
H (-1.13296, 1.10992, -0.17693)
H (-0.04028, -1.06451, 1.50984)
H (1.98830, -0.19961, 1.20292)
H (0.83712, 1.26192, 1.32306)
H (1.13866, 1.67687, -0.99413)
H (2.63229, 0.75267, -0.77180)
H (0.60443, 0.00963, -2.37154)
H (1.72543, -1.07884, -1.73117)
H (0.27974, -0.77581, -0.90513)


(two)
An isolated ion of composition C4H13N2 and charge +1, computed with the ωB97M-V functional and the def2-TZVPD basis.

Results
**SMILES**: CCNCC[NH3+]
**LUMO energy**: -3.4 eV
**HOMO energy**: -0.511 Eh
**M**: 89.2 g/mol
**Net charge**: +1

Element x y z (Å)
C (-1.44829, 1.09125, -2.10249)
C (-1.19059, 1.06912, -0.62487)
N (-0.60029, -0.22087, -0.11493)
C (0.83625, -0.28195, -0.28563)
C (1.59357, -0.32072, 1.04938)
N (0.76658, -1.19705, 1.95304)
H (-1.03248, 0.26986, -2.68676)
H (-2.51444, 1.16251, -2.31002)
H (-1.02489, 1.97616, -2.58613)
H (-0.52278, 1.85181, -0.26086)
H (-2.05089, 1.27028, 0.01898)
H (-0.99238, -0.96099, -0.67750)
H (1.22341, -1.02259, -0.99196)
H (1.32111, 0.57083, -0.80210)
H (1.69831, 0.67044, 1.48952)
H (2.61420, -0.68847, 0.98410)
H (0.99931, -2.19509, 1.87243)
H (-0.22135, -1.02222, 1.68588)
H (0.95780, -1.00332, 2.93184)


(three)
C4H13N2 as an isolated structure, computed with the ωB97M-V functional and the def2-TZVPD basis.

Results
**LUMO energy**: -8.6 eV
**HOMO energy**: -0.544 Eh
**M**: 89.2 g/mol
**Net charge**: +1

Element x y z (Å)
C (0.88797, -1.48113, 0.02967)
C (-0.25642, -0.47834, -0.44849)
C (-1.03770, 0.20380, 0.67148)
C (-0.15940, 1.02606, 1.64587)
N (0.50671, 0.05242, 2.51103)
N (1.92615, -0.90797, 0.75019)
H (0.34677, -2.15828, 0.69991)
H (1.26600, -2.01777, -0.85341)
H (-0.97042, -1.16915, -0.89904)
H (0.17624, 0.10212, -1.25988)
H (-1.99931, 0.57104, 0.33629)
H (-1.22830, -0.65688, 1.32144)
H (-0.78281, 1.64280, 2.28867)
H (-2.05528, 1.54577, -6.94165)
H (0.42259, 1.68944, 1.00455)
H (1.26235, -0.46142, 1.86636)
H (-1.87788, 2.16511, -6.61991)
H (2.63020, -0.18863, 0.57960)
H (0.94256, 0.52102, 3.31733)


Relative energy of each structure, in hartree: (one) 0.0000; (two) 0.0108; (three) 0.2435.


(one)
A 2-piece molecular cluster, C4H13N2O2P overall, computed with the ωB97M-V functional and the def2-TZVPD basis.

Results
**SMILES**: [H]/N=N/[H].CCOPOCC
**LUMO energy**: 1.0 eV
**HOMO energy**: -0.329 Eh
**M**: 152.1 g/mol

Element x y z (Å)
H (0.21567, 4.47263, -2.17923)
N (0.38382, 3.57010, -1.49738)
N (-0.63300, 2.89434, -1.60260)
H (-0.55845, 2.07379, -0.94869)
C (0.49281, 1.29996, 2.21571)
C (1.62738, 0.27554, 2.33555)
O (1.57455, -0.54497, 1.16525)
P (0.44507, -0.34769, -0.05492)
O (0.07223, -1.89290, -0.28880)
C (-1.26578, -2.24633, -0.64893)
C (-1.30032, -2.40802, -2.19656)
H (-0.42713, 0.71121, 2.37933)
H (0.58609, 1.99127, 3.22278)
H (0.54939, 2.01075, 1.36954)
H (1.56933, -0.24239, 3.27609)
H (2.66059, 0.85303, 2.42309)
H (1.42964, -0.48471, -1.05644)
H (-1.48084, -3.17649, -0.03395)
H (-2.07104, -1.61455, -0.19348)
H (-0.84839, -1.50197, -2.53182)
H (-0.73861, -3.27353, -2.43384)
H (-2.28302, -2.41907, -2.72071)


(two)
A 2-piece molecular cluster, C4H13N2O2P overall, computed with the ωB97M-V functional and the def2-TZVPD basis.

Results
**LUMO energy (spin up / spin down)**: -0.3 / -0.1 eV
**HOMO energy (spin up / spin down)**: -0.306 / -0.303 Eh
**M**: 152.1 g/mol

Element x y z (Å)
C (-2.82642, -0.62213, 1.10830)
C (-2.07859, 1.42696, -0.22479)
C (0.27883, -0.21896, -0.90064)
C (-1.93810, -0.08338, -0.06248)
N (3.26571, -2.25977, -1.07606)
N (3.56908, 0.88688, 0.50913)
O (-0.60486, -0.50794, 0.17158)
O (1.47342, 0.35741, -0.49056)
P (2.47272, -0.42887, 0.51560)
H (-3.78305, -0.14701, 0.81927)
H (-3.07713, -1.70946, 1.20032)
H (-2.37674, -0.25163, 2.03460)
H (-1.57765, 1.72267, -1.13284)
H (-1.54358, 1.91679, 0.52868)
H (-3.14738, 1.66153, -0.38206)
H (0.42447, -1.16440, -1.37680)
H (-0.06870, 0.49750, -1.73515)
H (-2.23502, -0.52135, -0.98751)
H (4.05067, -2.72332, -0.43810)
H (4.55329, 0.83795, 0.51626)
H (3.38989, 1.55109, -0.23712)
H (1.77914, -0.22055, 1.64037)


Relative energy of each structure, in hartree: (one) 0.0000; (two) 0.0789.


(one)
A 7-piece molecular cluster, C15H33N3O18 overall, computed with the ωB97M-V functional and the def2-TZVPD basis.

Results
**SMILES**: C[N+](=O)[O-].C[N+](=O)[O-].C[N+](=O)[O-].COC(=O)OC.COC(=O)OC.COC(=O)OC.COC(=O)OC
**LUMO energy**: -0.2 eV
**HOMO energy**: -0.396 Eh
**M**: 543.4 g/mol

Element x y z (Å)
C (-4.23696, -0.43649, -1.46906)
N (-3.03628, 0.18237, -2.08072)
O (-2.96214, 1.39764, -2.15472)
O (-2.10390, -0.54009, -2.39773)
H (-4.76003, 0.34777, -0.93536)
H (-3.86118, -1.21007, -0.80455)
H (-4.81089, -0.88748, -2.27421)
C (4.98537, 0.64331, 0.45468)
N (5.51090, 1.79183, -0.34821)
O (5.70669, 1.63226, -1.53155)
O (5.79118, 2.81168, 0.24507)
H (5.56995, -0.22641, 0.17963)
H (3.91736, 0.59883, 0.26898)
H (5.25066, 0.92826, 1.46770)
C (-0.33040, 0.98871, -0.08573)
N (0.22885, 0.13369, 1.00008)
O (-0.46106, -0.06898, 1.97301)
O (1.32993, -0.33656, 0.80044)
H (-0.22037, 0.38868, -0.98491)
H (0.18264, 1.94325, -0.07894)
H (-1.40470, 1.08459, 0.04101)
C (-1.25004, -2.93299, 0.61242)
O (-2.62070, -3.25538, 0.30906)
C (-3.45301, -3.31613, 1.32846)
O (-3.15351, -3.37026, 2.49328)
O (-4.66476, -3.57051, 0.82724)
C (-5.75749, -3.72144, 1.72299)
H (-0.58462, -3.38893, -0.11902)
H (-1.00574, -3.51176, 1.50638)
H (-1.13113, -1.85844, 0.68452)
H (-6.67188, -3.52657, 1.16803)
H (-5.69514, -3.01243, 2.54794)
H (-5.75975, -4.75372, 2.07372)
C (-5.04265, 3.71186, 0.90774)
O (-5.08051, 2.81674, 1.98811)
C (-4.16257, 1.87022, 2.09110)
O (-3.27031, 1.70318, 1.29754)
O (-4.43132, 1.15449, 3.17555)
C (-3.91446, -0.15159, 3.19082)
H (-5.69180, 3.44136, 0.07201)
H (-4.06059, 3.94288, 0.49989)
H (-5.46561, 4.65717, 1.25289)
H (-2.95537, -0.28538, 3.70002)
H (-3.70901, -0.57864, 2.20752)
H (-4.54764, -0.86558, 3.71597)
C (8.33865, -3.46259, 3.15796)
O (7.23269, -2.61707, 2.88016)
C (6.37124, -3.07029, 1.98308)
O (6.49179, -4.06026, 1.31503)
O (5.31778, -2.26951, 1.96612)
C (4.22633, -2.59984, 1.10866)
H (7.98182, -4.41276, 3.55133)
H (8.98915, -2.94118, 3.85611)
H (8.95120, -3.61070, 2.26563)
H (3.43712, -1.91452, 1.40040)
H (3.93718, -3.64716, 1.14200)
H (4.52890, -2.37533, 0.08398)
C (1.71745, 5.46317, -5.72693)
O (1.76995, 4.15721, -5.17088)
C (0.62625, 3.70067, -4.66736)
O (-0.45614, 4.18134, -4.82683)
O (0.89569, 2.52392, -4.10704)
C (-0.21185, 1.90606, -3.45655)
H (2.66984, 5.66017, -6.20534)
H (1.59802, 6.18052, -4.90854)
H (0.86428, 5.64488, -6.37867)
H (-1.06533, 1.89893, -4.12784)
H (-0.41079, 2.41808, -2.51548)
H (-0.00724, 0.88133, -3.15809)


(two)
A 7-piece molecular cluster, C15H33N3O18 overall, computed with the ωB97M-V functional and the def2-TZVPD basis.

Results
**SMILES**: C[N+](=O)[O-].C[N+](=O)[O-].C[N+](=O)[O-].COC(=O)OC.COC(=O)OC.COC(=O)OC.COC(=O)OC
**LUMO energy**: 0.4 eV
**HOMO energy**: -0.386 Eh
**M**: 543.4 g/mol

Element x y z (Å)
C (0.05685, 2.46276, -2.54595)
N (-1.27521, 3.01960, -2.09474)
O (-1.30333, 4.09642, -1.57847)
O (-2.22046, 2.26196, -2.16947)
H (0.14926, 2.73345, -3.61658)
H (-0.01748, 1.39947, -2.45081)
H (0.79032, 2.93983, -1.88233)
C (1.68496, 2.01094, 3.97002)
N (2.49796, 1.32514, 2.94036)
O (2.92790, 2.01132, 2.01369)
O (2.64261, 0.09961, 3.05559)
H (1.29680, 1.30445, 4.67164)
H (0.91220, 2.55686, 3.45653)
H (2.22901, 2.82459, 4.50538)
C (-1.66090, 0.07648, 0.20689)
N (-0.63272, 0.87265, 0.98178)
O (0.13791, 1.51308, 0.29100)
O (-0.60313, 0.88534, 2.20307)
H (-2.39042, -0.27838, 0.87977)
H (-1.00305, -0.74425, -0.17730)
H (-1.92427, 0.71543, -0.62082)
C (-3.00486, -1.43689, -3.13372)
O (-2.05570, -2.48224, -3.47228)
C (-0.81544, -2.09921, -3.47766)
O (-0.43814, -0.99160, -3.25466)
O (-0.03005, -3.09469, -3.88034)
C (1.34577, -2.70819, -4.07840)
H (-3.90443, -1.78857, -3.61462)
H (-2.59939, -0.49084, -3.46583)
H (-3.12979, -1.37366, -2.03705)
H (1.87689, -3.64129, -4.18197)
H (1.74711, -2.07514, -3.24723)
H (1.51843, -2.18299, -5.02019)
C (2.27254, 8.35663, 2.66370)
O (1.48829, 7.23511, 3.02209)
C (1.21364, 6.46512, 1.96989)
O (1.60464, 6.66627, 0.85122)
O (0.51968, 5.40469, 2.29086)
C (0.25186, 4.50246, 1.20227)
H (2.01885, 8.68920, 1.67376)
H (3.33783, 8.08294, 2.67273)
H (1.98845, 9.09144, 3.44149)
H (-0.61974, 3.97000, 1.51493)
H (1.10325, 3.83591, 1.08259)
H (-0.04482, 4.95082, 0.26597)
C (-1.39803, -3.11370, 3.38297)
O (-1.77118, -4.14823, 2.51533)
C (-2.14890, -3.80709, 1.29533)
O (-2.21815, -2.65218, 0.95325)
O (-2.46702, -4.87800, 0.63953)
C (-2.89809, -4.61477, -0.73675)
H (-2.16154, -2.34211, 3.46406)
H (-0.43472, -2.70015, 3.07605)
H (-1.25805, -3.56777, 4.37152)
H (-2.42547, -3.66768, -1.01611)
H (-4.00636, -4.61031, -0.72991)
H (-2.53671, -5.42269, -1.34807)
C (0.91200, -5.70486, -0.99950)
O (1.85474, -4.59132, -1.17270)
C (1.45457, -3.40445, -0.77938)
O (0.32142, -2.97638, -0.67563)
O (2.49042, -2.60911, -0.52592)
C (2.17009, -1.31005, -0.22496)
H (1.04051, -6.00490, 0.02017)
H (1.25545, -6.44396, -1.69969)
H (-0.04915, -5.37143, -1.25729)
H (3.07898, -0.70276, -0.39336)
H (1.93319, -1.39002, 0.82680)
H (1.32235, -0.93811, -0.81251)


Relative energy of each structure, in hartree: (one) 0.0138; (two) 0.0000.


(one)
One molecule with the formula C4H3NO2S, computed with the ωB97M-V functional and the def2-TZVPD basis.

Results
**SMILES**: S=COc1cnco1
**LUMO energy**: -0.3 eV
**HOMO energy**: -0.341 Eh
**M**: 129.1 g/mol

Element x y z (Å)
S (2.92502, -0.36223, 0.96361)
C (1.53872, 0.05292, 0.24785)
O (0.36124, -0.50129, 0.61294)
C (-0.79203, -0.13313, -0.00030)
C (-2.05857, -0.54654, 0.18695)
N (-2.87093, 0.13498, -0.70835)
C (-2.06778, 0.88401, -1.36627)
O (-0.75325, 0.77871, -0.99793)
H (1.44061, 0.77651, -0.50906)
H (-2.45344, -1.27377, 0.88831)
H (-2.27688, 1.58521, -2.16791)


(two)
One molecule with the formula C4H3NO2S, computed with the ωB97M-V functional and the def2-TZVPD basis.

Results
**SMILES**: C#CC(=S)N(O)C=O
**LUMO energy**: -1.5 eV
**HOMO energy**: -0.340 Eh
**M**: 129.1 g/mol

Element x y z (Å)
C (0.83486, -1.66961, -1.62678)
C (1.00965, -1.05410, -0.63025)
C (0.99109, -0.18259, 0.41281)
S (1.89246, -0.67944, 1.75456)
N (-0.06242, 0.74367, 0.65017)
O (-0.15276, 1.82920, 1.52264)
C (-1.17823, 0.53845, -0.22283)
O (-2.32252, 1.13099, -0.04545)
H (1.04503, -2.58399, -2.29013)
H (-0.96215, 2.20004, 1.38225)
H (-1.09500, -0.27263, -0.90699)


Relative energy of each structure, in hartree: (one) 0.0000; (two) 0.1549.